[1]
Computed, not measured: one molecule with the formula C4H5NO, with wB97M-V/def2-TZVPD.

Summary:
LUMO ... 1.05 eV
DFT total energy ... -7766.2742 eV
F_max ... 0.32 eV Å⁻¹
HOMO-LUMO gap ... 10.23 eV
SMILES string ... Cc1ncco1

```
! wB97M-V def2-TZVPD RIJCOSX def2/J DEFGRID3
* xyz 0 1
C 1.838 0.038 0.251
C 0.362 0.102 0.056
N -0.376 1.143 -0.157
C -1.660 0.634 -0.296
C -1.623 -0.707 -0.153
O -0.324 -1.064 0.072
H 2.131 -0.950 0.612
H 2.155 0.796 0.972
H 2.356 0.233 -0.692
H -2.507 1.277 -0.490
H -2.351 -1.502 -0.175
*
```

Results of the natural (NBO) charge analysis, in e, for atoms 1 through 5: C -0.6695; C 0.4981; N -0.4693; C -0.1157; C 0.0314

***

[2]
Computed, not measured: one molecule with the formula C4H5NO, with wB97M-V/def2-TZVPD.

Summary:
LUMO ... 0.49 eV
DFT total energy ... -7764.2731 eV
F_max ... 1.85 eV Å⁻¹
HOMO-LUMO gap ... 9.58 eV
SMILES string ... N#C[C@@H]1C[C@@H]1O

```
! wB97M-V def2-TZVPD RIJCOSX def2/J DEFGRID3
* xyz 0 1
O -0.795 1.466 -1.073
C -0.813 0.434 -0.153
C -0.228 -0.840 -0.559
C 0.425 -0.466 0.729
C 1.818 -0.169 0.782
N 2.925 0.172 0.743
H -1.319 2.222 -0.763
H -1.620 0.521 0.563
H -0.756 -1.769 -0.467
H 0.392 -0.719 -1.449
H -0.027 -0.853 1.647
*
```

Results of the natural (NBO) charge analysis, in e, for atoms 1 through 5: O -0.6746; C 0.1856; C -0.4440; C -0.3834; C 0.2629

***

[3]
Computed, not measured: one molecule with the formula C4H5NO, with wB97M-V/def2-TZVPD.

Summary:
LUMO ... 0.76 eV
DFT total energy ... -7764.8763 eV
F_max ... 1.56 eV Å⁻¹
HOMO-LUMO gap ... 10.64 eV
SMILES string ... C#CCC(N)=O

```
! wB97M-V def2-TZVPD RIJCOSX def2/J DEFGRID3
* xyz 0 1
N -1.169 1.103 0.233
C -1.212 -0.256 0.299
O -2.195 -0.859 0.685
C 0.083 -1.013 -0.090
C 1.319 -0.256 -0.018
C 2.277 0.388 -0.368
H -2.037 1.604 0.370
H -0.380 1.595 -0.153
H 0.041 -1.981 0.415
H 0.258 -1.262 -1.144
H 3.186 0.929 -0.335
*
```

Results of the natural (NBO) charge analysis, in e, for atoms 1 through 5: N -0.8224; C 0.6837; O -0.6015; C -0.5972; C -0.0037